[1]
This record from the OMol25 dataset describes one molecule with the formula C7H5ClNOP. The level of theory is ωB97M-V with the def2-TZVPD basis set.

XYZ file:
```
16
C7H5ClNOP ωB97M-V with the def2-TZVPD basis set
C -1.299 -3.381 0.067
C 1.087 0.218 -0.128
C 0.362 -0.942 -0.140
C 0.418 1.435 -0.068
C -1.058 -0.955 -0.108
C -0.960 1.437 -0.089
C -1.752 0.287 -0.108
N -1.525 -2.219 0.034
O -3.968 1.766 0.813
P -3.567 1.093 -0.427
Cl -4.584 -0.712 -0.475
H 2.163 0.171 -0.162
H 0.866 -1.900 -0.183
H 0.971 2.361 -0.025
H -1.576 -4.373 0.297
H -1.483 2.386 -0.075
```

Results
Energy above the lowest of the compared OMol25 structures with the same formula, charge and spin in kcal/mol: 68.3
E_LUMO (alpha / beta) in hartree: -0.0806 / -0.0806
HOMO energy (alpha / beta) in hartree: -0.263 / -0.263
Orbital gap (alpha / beta) in eV: 4.9700 / 4.9681

Here are the natural (NBO) charges for atoms 1 to 4, given in e:
1. C 0.319
2. C -0.235
3. C -0.157
4. C -0.134



[2]
This record from the OMol25 dataset describes a 2-piece molecular cluster, C3H10O2 overall. The level of theory is ωB97M-V with the def2-TZVPD basis set.

XYZ file:
```
15
C3H10O2 ωB97M-V with the def2-TZVPD basis set
C 2.923 0.633 -0.963
C 2.966 1.496 -2.175
O 4.287 1.467 -2.725
H 2.831 -0.430 -1.183
H 2.036 0.830 -0.354
H 3.735 0.729 -0.247
H 2.269 1.218 -2.973
H 2.709 2.548 -1.987
H 4.340 1.971 -3.529
C -4.755 -2.052 2.808
O -4.733 -0.933 1.927
H -5.624 -1.958 3.473
H -3.816 -2.255 3.311
H -5.066 -2.942 2.254
H -4.105 -0.320 2.362
```

Results
Energy above the lowest of the compared OMol25 structures with the same formula, charge and spin in kcal/mol: 24.9
E_LUMO in hartree: 0.0344
SMILES string: CCO.CO
HOMO energy in hartree: -0.373
Orbital gap in eV: 11.0885

Here are the natural (NBO) charges for atoms 1 to 4, given in e:
1. C -0.637
2. C -0.061
3. O -0.733
4. H 0.212



[3]
This record from the OMol25 dataset describes a 7-piece molecular cluster, C11H35NO7 overall. The level of theory is ωB97M-V with the def2-TZVPD basis set.

XYZ file:
```
54
C11H35NO7 ωB97M-V with the def2-TZVPD basis set
C 1.353 1.960 2.024
C 0.776 0.729 2.669
C 1.843 -0.096 3.279
C -0.323 1.250 3.715
C -1.078 0.092 4.417
C -1.744 -0.666 3.353
C -0.975 -1.111 2.080
C -0.258 -2.470 2.297
C -1.916 -1.392 0.927
N -0.048 -0.057 1.656
O 0.828 -0.630 0.632
H 1.685 2.611 2.794
H 2.266 1.787 1.483
H 0.674 2.538 1.442
H 2.403 -0.669 2.547
H 2.483 0.571 3.888
H 1.341 -0.780 3.981
H 0.153 1.996 4.444
H -1.016 1.879 3.105
H -0.447 -0.520 5.041
H -1.869 0.432 5.098
H -2.605 -0.163 2.993
H -2.173 -1.591 3.765
H 0.246 -2.763 1.361
H -0.908 -3.296 2.530
H 0.479 -2.399 3.108
H -1.298 -1.461 0.082
H -2.548 -0.532 0.698
H -2.513 -2.217 1.000
H 0.749 -0.058 -0.115
C -1.283 1.625 -5.285
O -0.945 0.362 -4.727
H -0.487 2.190 -5.823
H -2.056 1.489 -5.958
H -1.614 2.309 -4.506
H -0.355 -0.102 -5.348
C 1.168 1.995 -1.989
O 0.062 1.208 -1.862
H 2.068 1.419 -1.918
H 1.301 2.602 -2.914
H 1.150 2.731 -1.176
H -0.219 0.807 -2.753
O 1.554 -1.972 -3.465
H 1.556 -2.423 -2.572
H 2.322 -1.387 -3.501
O -1.901 3.020 -0.614
H -2.783 2.831 -0.829
H -1.432 2.346 -1.127
O 0.784 -1.326 -6.030
H 1.115 -2.017 -6.582
H 0.988 -1.606 -5.123
O 1.449 -3.057 -0.996
H 0.683 -3.606 -0.964
H 1.316 -2.409 -0.230
```

Results
Energy above the lowest of the compared OMol25 structures with the same formula, charge and spin in kcal/mol: 0.0
E_LUMO in hartree: 0.0205
SMILES string: CC1(C)CCCC(C)(C)N1O.CO.CO.O.O.O.O
HOMO energy in hartree: -0.316
Orbital gap in eV: 9.1626

Here are the natural (NBO) charges for atoms 1 to 4, given in e:
1. C -0.623
2. C 0.130
3. C -0.643
4. C -0.404



[4]
This record from the OMol25 dataset describes C11H14N2O8TeW as an isolated structure. The level of theory is ωB97M-V with the def2-TZVPD basis set.

XYZ file:
```
37
C11H14N2O8TeW ωB97M-V with the def2-TZVPD basis set
W 0.613 0.475 -0.087
O -2.282 2.929 -1.390
C -1.837 1.986 -0.868
O -0.376 1.740 -0.984
C -2.466 0.883 -0.075
C -3.612 0.213 -0.461
C -3.872 -1.054 0.071
C -2.965 -1.752 0.837
C -1.813 -1.063 1.213
C -1.649 0.291 0.895
O -0.614 0.946 1.406
N -0.609 -1.729 1.565
O 0.524 -1.209 1.069
O -0.539 -2.728 2.176
N -5.119 -1.753 -0.344
O -5.861 -1.135 -1.066
O -5.263 -2.877 0.073
H -4.290 0.614 -1.206
H -3.136 -2.796 1.074
C 4.114 -0.056 1.128
Te 3.272 0.104 -0.826
C 3.362 -1.973 -1.281
H 3.506 -0.701 1.756
H 4.192 0.944 1.544
H 5.106 -0.484 0.997
H 4.414 -2.249 -1.289
H 2.933 -2.120 -2.269
H 2.821 -2.532 -0.522
C 1.967 3.563 0.083
O 1.615 2.369 0.854
H 2.597 4.203 0.694
H 1.064 4.086 -0.225
H 2.515 3.230 -0.794
H 1.145 2.658 1.652
C 0.233 -0.760 -1.495
H -0.049 -0.427 -2.493
H 0.360 -1.838 -1.411
```

Results
E_LUMO in hartree: -0.3492
Net charge: +2
HOMO energy in hartree: -0.593
Orbital gap in eV: 6.6448

Here are the natural (NBO) charges for atoms 1 to 4, given in e:
1. W 1.687
2. O -0.379
3. C 0.793
4. O -0.646



[5]
This record from the OMol25 dataset describes C2HKMgO2 as an isolated structure. The level of theory is ωB97M-V with the def2-TZVPD basis set.

XYZ file:
```
7
C2HKMgO2 ωB97M-V with the def2-TZVPD basis set
O 1.048 0.647 -0.081
C 0.809 -0.544 0.209
Mg 0.838 2.200 1.238
K -1.297 1.542 -1.259
H 1.175 -1.102 1.053
C -0.791 -1.099 -0.460
O -1.782 -1.644 -0.701
```

Results
Energy above the lowest of the compared OMol25 structures with the same formula, charge and spin in kcal/mol: 25.8
E_LUMO (alpha / beta) in hartree: -0.3570 / -0.3640
Net charge: +2
HOMO energy (alpha / beta) in hartree: -0.593 / -0.636
Orbital gap (alpha / beta) in eV: 6.4239 / 7.4057

Here are the natural (NBO) charges for atoms 1 to 4, given in e:
1. O -0.815
2. C 0.247
3. Mg 1.005
4. K 0.969



[6]
This record from the OMol25 dataset describes one molecule with the formula C22H34N6O3. The level of theory is ωB97M-V with the def2-TZVPD basis set.

XYZ file:
```
65
C22H34N6O3 ωB97M-V with the def2-TZVPD basis set
C -7.300 -0.922 -0.854
C -6.146 -0.660 0.107
C -4.878 -1.402 -0.311
C -3.724 -1.137 0.654
C -2.446 -1.893 0.290
C -1.737 -1.380 -0.970
N -1.052 -0.124 -0.777
C -1.693 1.136 -1.070
C -1.652 2.078 0.094
C -1.713 1.879 1.442
C -1.597 3.160 2.037
C -1.478 4.039 1.009
O -1.509 3.392 -0.172
C 0.221 -0.108 -0.328
N 0.821 1.079 -0.258
C 2.070 1.051 0.207
N 2.696 2.234 0.369
C 4.102 2.322 0.678
C 4.858 2.827 -0.557
O 4.331 4.053 -1.012
C 2.964 3.932 -1.343
C 2.138 3.465 -0.139
N 2.734 -0.054 0.556
C 2.040 -1.186 0.430
N 2.638 -2.332 0.825
C 4.057 -2.393 1.085
C 4.755 -3.088 -0.091
O 4.199 -4.361 -0.335
C 2.820 -4.274 -0.620
C 2.055 -3.621 0.537
N 0.782 -1.274 -0.006
H -8.192 -0.387 -0.537
H -7.532 -1.984 -0.890
H -7.042 -0.595 -1.859
H -5.940 0.413 0.144
H -6.434 -0.975 1.112
H -4.605 -1.088 -1.321
H -5.083 -2.475 -0.344
H -4.035 -1.448 1.655
H -3.522 -0.066 0.694
H -2.688 -2.948 0.140
H -1.733 -1.828 1.113
H -0.979 -2.112 -1.258
H -2.446 -1.267 -1.793
H -2.727 0.931 -1.362
H -1.188 1.636 -1.907
H -1.804 0.944 1.954
H -1.603 3.385 3.083
H -1.372 5.105 0.979
H 4.453 1.335 0.975
H 4.236 3.033 1.502
H 5.907 3.016 -0.323
H 4.792 2.071 -1.355
H 2.643 4.920 -1.676
H 2.842 3.211 -2.167
H 1.104 3.283 -0.423
H 2.184 4.222 0.652
H 4.428 -1.378 1.215
H 4.218 -2.974 1.999
H 5.812 -3.254 0.124
H 4.659 -2.459 -0.990
H 2.479 -5.298 -0.787
H 2.663 -3.682 -1.536
H 1.007 -3.474 0.281
H 2.142 -4.248 1.431
```

Results
Energy above the lowest of the compared OMol25 structures with the same formula, charge and spin in kcal/mol: 31.9
E_LUMO in hartree: 0.0291
SMILES string: CCCCCCN(Cc1ccco1)c1nc(N2CCOCC2)nc(N2CCOCC2)n1
HOMO energy in hartree: -0.299
Orbital gap in eV: 8.9276

Here are the natural (NBO) charges for atoms 1 to 4, given in e:
1. C -0.600
2. C -0.388
3. C -0.396
4. C -0.392



[7]
This record from the OMol25 dataset describes one molecule with the formula C9H8ClNS. The level of theory is ωB97M-V with the def2-TZVPD basis set.

XYZ file:
```
20
C9H8ClNS ωB97M-V with the def2-TZVPD basis set
N 1.408 2.441 0.828
C 1.529 1.738 -0.457
C 1.302 0.269 -0.278
C 2.259 -0.670 -0.181
S 1.669 -2.293 0.065
C 0.025 -1.724 0.069
C -1.140 -2.472 0.213
C -2.366 -1.824 0.186
C -2.417 -0.433 -0.017
Cl -3.968 0.343 -0.064
C -1.276 0.324 -0.172
C -0.027 -0.326 -0.128
H 0.514 2.248 1.282
H 1.449 3.441 0.667
H 0.849 2.115 -1.251
H 2.549 1.880 -0.842
H 3.346 -0.526 -0.254
H -1.101 -3.535 0.371
H -3.271 -2.385 0.291
H -1.335 1.389 -0.327
```

Results
Energy above the lowest of the compared OMol25 structures with the same formula, charge and spin in kcal/mol: 0.0
E_LUMO in hartree: 0.0262
SMILES string: NCc1csc2ccc(Cl)cc12
HOMO energy in hartree: -0.311
Orbital gap in eV: 9.1765

Here are the natural (NBO) charges for atoms 1 to 4, given in e:
1. N -0.825
2. C -0.239
3. C -0.078
4. C -0.349



[8]
This record from the OMol25 dataset describes C16H9BClF4IN2OPdS as an isolated structure. The level of theory is ωB97M-V with the def2-TZVPD basis set.

XYZ file:
```
37
C16H9BClF4IN2OPdS ωB97M-V with the def2-TZVPD basis set
Pd -0.260 -0.046 0.197
Cl 3.547 5.581 0.130
C 3.027 4.006 0.182
C 4.005 2.994 0.288
C 3.666 1.669 0.331
I 5.024 0.188 0.484
C 2.217 1.301 0.261
O 1.838 0.139 0.250
C 1.225 2.393 0.180
N -0.042 1.989 0.134
C -1.018 2.899 0.003
C -0.723 4.257 -0.066
C 0.591 4.686 -0.002
C 1.603 3.727 0.120
H 5.043 3.297 0.333
H -2.033 2.520 -0.064
H -1.533 4.965 -0.173
H 0.827 5.740 -0.055
F -3.561 -0.850 -1.551
B -2.788 0.213 -1.315
F -1.570 0.220 -2.011
F -3.370 1.446 -1.293
F -2.262 0.043 0.194
S -0.606 -4.283 -1.042
C -0.183 -2.648 -1.045
N -0.425 -2.009 0.072
C -1.014 -2.825 1.038
C -1.418 -2.453 2.319
C -1.981 -3.420 3.119
C -2.143 -4.739 2.665
C -1.746 -5.113 1.401
C -1.179 -4.134 0.587
H 0.225 -2.164 -1.920
H -1.310 -1.433 2.665
H -2.313 -3.161 4.115
H -2.592 -5.472 3.320
H -1.876 -6.127 1.050
```

Results
Energy above the lowest of the compared OMol25 structures with the same formula, charge and spin in kcal/mol: 0.2
E_LUMO in hartree: -0.3997
Net charge: +2
HOMO energy in hartree: -0.523
Orbital gap in eV: 3.3512

Here are the natural (NBO) charges for atoms 1 to 4, given in e:
1. Pd 1.095
2. Cl 0.305
3. C 0.202
4. C -0.319



[9]
This record from the OMol25 dataset describes C13H15PPtSe2 as an isolated structure. The level of theory is ωB97M-V with the def2-TZVPD basis set.

XYZ file:
```
32
C13H15PPtSe2 ωB97M-V with the def2-TZVPD basis set
Pt 1.274 2.762 -1.976
C 0.754 4.071 -3.358
H -0.253 3.899 -3.743
H 0.822 5.037 -2.836
H 1.526 4.042 -4.146
H 2.272 3.048 -0.609
H 2.313 3.755 -1.060
Se 2.203 0.592 -1.081
P 0.170 0.147 -0.385
Se -0.948 1.602 -1.580
C -0.289 -1.579 -0.739
C -0.459 -2.519 0.293
C -0.778 -3.844 -0.028
C -0.896 -4.240 -1.362
C -0.706 -3.308 -2.389
C -0.406 -1.978 -2.081
C -0.059 0.358 1.396
C 1.040 0.606 2.228
C 0.845 0.681 3.609
C -0.438 0.550 4.148
C -1.540 0.362 3.307
C -1.356 0.276 1.923
H -0.350 -2.220 1.334
H -0.937 -4.566 0.774
H -1.139 -5.275 -1.606
H -0.791 -3.618 -3.429
H -0.269 -1.233 -2.865
H 2.034 0.719 1.783
H 1.696 0.848 4.269
H -0.584 0.604 5.231
H -2.541 0.273 3.723
H -2.211 0.147 1.253
```

Results
E_LUMO (alpha / beta) in hartree: 0.0046 / -0.0606
Multiplicity: 3
HOMO energy (alpha / beta) in hartree: -0.237 / -0.287
Orbital gap (alpha / beta) in eV: 6.5637 / 6.1622

Here are the natural (NBO) charges for atoms 1 to 4, given in e:
1. Pt 0.601
2. C -1.073
3. H 0.212
4. H 0.205



[10]
This record from the OMol25 dataset describes one molecule with the formula C21H25N3O4. The level of theory is ωB97M-V with the def2-TZVPD basis set.

XYZ file:
```
53
C21H25N3O4 ωB97M-V with the def2-TZVPD basis set
C -3.959 -1.877 0.712
O -2.954 -1.679 -0.250
C -1.668 -2.043 0.061
C -1.298 -2.523 1.310
C 0.009 -2.879 1.599
C 0.986 -2.783 0.626
C 2.432 -3.113 0.907
C 3.215 -1.896 0.588
N 4.109 -1.810 -0.354
O 4.459 -0.490 -0.396
C 3.731 0.126 0.544
C 3.694 1.611 0.633
N 2.693 2.149 -0.279
C 3.102 2.080 -1.669
C 1.350 1.622 -0.057
C 0.327 2.756 -0.269
O 0.699 3.877 0.500
C -1.052 2.300 0.134
C -1.382 2.200 1.478
C -2.653 1.810 1.860
C -3.606 1.514 0.900
C -3.278 1.595 -0.442
C -2.006 1.986 -0.823
N 2.958 -0.695 1.184
C 0.623 -2.313 -0.627
C -0.677 -1.931 -0.933
O -0.828 -1.453 -2.202
C -2.108 -1.296 -2.775
H -4.044 -2.931 0.995
H -4.883 -1.557 0.232
H -3.786 -1.268 1.605
H -2.037 -2.613 2.090
H 0.254 -3.233 2.588
H 2.786 -3.933 0.281
H 2.559 -3.371 1.959
H 4.667 2.031 0.372
H 3.428 1.894 1.653
H 4.044 2.614 -1.791
H 3.231 1.052 -2.033
H 2.346 2.567 -2.281
H 1.271 1.275 0.974
H 1.110 0.776 -0.716
H 0.315 3.035 -1.337
H 1.662 3.941 0.437
H -0.644 2.458 2.222
H -2.903 1.746 2.909
H -4.605 1.229 1.196
H -4.021 1.367 -1.193
H -1.755 2.059 -1.872
H 1.360 -2.228 -1.412
H -2.675 -0.505 -2.283
H -2.679 -2.227 -2.742
H -1.920 -1.024 -3.814
```

Results
Energy above the lowest of the compared OMol25 structures with the same formula, charge and spin in kcal/mol: 106.4
E_LUMO in hartree: 0.0274
SMILES string: COc1ccc(Cc2noc(CN(C)C[C@H](O)c3ccccc3)n2)cc1OC
HOMO energy in hartree: -0.297
Orbital gap in eV: 8.8248

Here are the natural (NBO) charges for atoms 1 to 4, given in e:
1. C -0.249
2. O -0.511
3. C 0.232
4. C -0.268



[11]
This record from the OMol25 dataset describes a 3-piece molecular cluster, C4H5NO overall. The level of theory is ωB97M-V with the def2-TZVPD basis set.

XYZ file:
```
11
C4H5NO ωB97M-V with the def2-TZVPD basis set
C -1.462 0.219 1.963
C -0.475 0.087 1.078
C 2.667 -0.263 -1.133
O 2.250 -0.979 -0.354
C -0.488 0.769 -0.188
N -0.490 1.305 -1.215
H -2.319 0.858 1.772
H 0.334 -0.972 -3.483
H -1.432 -0.319 2.905
H 0.385 -0.550 1.266
H 0.561 -0.370 -3.109
```

Results
Energy above the lowest of the compared OMol25 structures with the same formula, charge and spin in kcal/mol: 51.7
E_LUMO in hartree: 0.0128
HOMO energy in hartree: -0.392
Orbital gap in eV: 11.0260

Here are the natural (NBO) charges for atoms 1 to 4, given in e:
1. C -0.286
2. C -0.327
3. C 0.534
4. O -0.530